59
Properties=species:S:1:pos:R:3:forces:R:3:mulliken_charge:R:1 method="wB97M-V/def2-TZVPD" gap_ev=9.52 total_energy_ha=-3627.32818 charge=0 e_above_lowest_kj_mol=166.3 lumo_ha=-0.019
Pb 1.275611 0.813159 -0.563989 -0.37 0.00 -0.57 2.172
N 2.858703 -1.079565 -0.935113 0.84 -1.87 -2.15 -0.124
S 4.281674 -1.571405 -0.404615 1.09 0.51 3.53 0.908
O 5.382896 -1.122686 -1.169110 0.25 0.25 -0.59 -0.573
O 4.306355 -2.857461 0.188997 -0.28 -0.28 -0.25 -0.575
F 4.276430 -0.601131 0.902812 -0.15 -0.04 -0.51 -0.285
S 2.936365 -1.653009 -2.502006 -2.47 1.52 -0.80 0.871
O 3.539509 -2.899505 -2.727429 0.69 -0.74 0.39 -0.554
O 3.141338 -0.572485 -3.405484 0.23 0.30 0.02 -0.611
F 1.381802 -1.940016 -2.667886 -0.04 0.05 0.31 -0.188
N -0.337676 2.625747 0.114466 -1.07 2.59 2.14 -0.184
S -0.052958 3.885368 1.241958 3.29 -1.04 0.15 0.912
O -0.332783 3.533954 2.584167 -0.56 -0.25 0.02 -0.553
O -0.231354 5.178622 0.715257 -0.96 0.57 -0.04 -0.551
F 1.539412 3.775727 1.167033 -0.04 -0.50 0.10 -0.234
S -1.721792 3.244776 -0.415779 -2.31 -0.48 -3.46 0.829
O -1.568134 4.142173 -1.508095 0.39 -0.19 -0.06 -0.605
O -2.732632 3.545295 0.532422 0.31 -0.18 1.07 -0.613
F -2.306169 1.923640 -1.134573 0.41 0.12 0.21 -0.291
O 3.311759 2.387533 -0.395775 0.36 0.11 -0.15 -0.450
H 3.541744 3.055590 -1.051881 -0.06 0.01 -0.03 0.224
H 4.032666 2.400362 0.244599 -0.02 -0.14 0.04 0.237
O 0.699411 1.285113 -3.091644 0.01 0.16 -0.17 -0.475
H -0.133008 1.608600 -3.457978 -0.09 0.00 0.16 0.238
H 1.296979 1.185532 -3.843426 0.13 -0.18 0.12 0.229
C -2.598701 -2.538722 -0.435845 -0.37 -0.92 -0.41 -1.331
C -1.650618 -1.854395 -1.430058 0.79 -0.04 0.07 0.027
C -2.176820 -1.667541 -2.845902 -0.12 -0.43 0.30 -0.717
O -3.024791 -0.577421 -3.061424 0.26 1.02 0.53 -0.346
C -4.275094 -0.533363 -2.363249 0.25 -0.67 -1.69 -0.742
N -1.071884 -0.596717 -0.869804 -0.53 -0.29 0.49 0.428
H -2.368246 -2.258843 0.591276 -0.16 -0.02 0.01 0.215
H -2.532501 -3.629827 -0.528009 0.54 0.07 0.13 0.428
H -3.662990 -2.434295 -0.641177 0.02 0.72 0.13 0.327
H -0.778025 -2.502999 -1.561030 -0.16 -0.15 0.06 0.245
H -2.668039 -2.610902 -3.131857 -0.02 0.02 -0.06 0.366
H -1.312881 -1.528164 -3.495051 -0.11 0.14 -0.14 0.381
H -4.815443 -1.399974 -2.769201 -0.44 0.02 0.65 0.371
H -4.764139 0.358370 -2.744615 -0.05 0.11 0.25 0.208
H -4.229474 -0.534401 -1.279799 0.19 0.06 0.08 0.280
H -1.805236 0.117814 -0.873426 0.31 -0.17 -0.15 0.110
H -1.003231 -0.826191 0.125900 -0.07 0.36 0.00 -0.225
C -0.814082 -1.998691 3.363543 0.67 0.15 -0.20 -1.642
C -0.296440 -0.592202 3.034828 -1.59 0.01 0.38 0.738
C 1.020878 -0.678620 2.322814 0.34 0.43 -0.03 -1.298
O 1.533320 0.619247 1.960944 -0.29 -0.16 0.02 0.403
C 2.270778 1.230472 2.997355 0.38 0.51 1.24 -1.150
N -1.307970 0.072634 2.210880 0.22 0.09 -1.17 -0.288
H -0.928969 -2.631454 2.479977 -0.01 0.26 -0.17 0.265
H -1.793611 -1.898209 3.823608 0.10 -0.25 0.32 0.432
H -0.068417 -2.498743 3.986317 -0.41 -0.07 0.38 0.444
H -0.261719 -0.032442 3.977848 0.77 -0.18 0.08 0.443
H 0.908844 -1.228117 1.380834 -0.02 -0.14 0.10 0.416
H 1.770566 -1.182605 2.935416 -0.04 -0.15 -0.07 0.419
H 3.297614 0.857407 3.038751 -0.02 0.00 -0.26 0.327
H 1.842263 1.074564 3.995136 -0.26 -0.45 -0.25 0.344
H 2.249009 2.315677 2.934355 0.09 -0.04 -0.67 0.220
H -2.118043 0.397780 2.720553 0.05 -0.21 0.25 0.299
H -0.952056 0.896944 1.733180 0.13 0.06 0.31 -0.153